A structure of composition C22H43ClCuN5O9PS, computed with ωB97M-V/def2-TZVPD.

Strongest force on any atom ... 3.1 eV Å⁻¹
Orbital gap ... 6.2677 eV
Molecular weight ... 683.7 g/mol
Calculated total energy ... -126665.1273 eV

```
! wB97M-V def2-TZVPD RIJCOSX def2/J DEFGRID3
* xyz 1 1
C -5.362 1.059 1.594
C -4.786 2.017 2.638
O -4.096 3.128 2.091
C -2.702 2.956 1.995
C -2.353 2.730 0.514
O -0.966 2.450 0.442
C -0.583 2.106 -0.885
C 0.657 1.148 -0.887
N 1.194 1.177 0.475
C 1.985 2.016 0.889
O 3.010 2.488 1.265
C 0.076 -0.339 -0.950
C -1.045 -0.573 0.105
C -1.366 -2.004 0.584
C -1.975 -1.944 2.009
C -2.871 -3.194 2.218
C -4.359 -2.786 2.288
N -4.528 -1.989 3.507
C 1.200 -1.394 -0.872
C 1.980 -1.586 0.427
O 3.182 -1.725 0.330
N 1.375 -1.684 1.739
C 1.841 -0.630 2.665
C 1.856 -2.979 2.312
C -0.607 -0.609 -2.327
N -1.263 -1.898 -2.389
O 0.405 -0.640 -3.415
S 0.946 0.829 -3.586
O -0.085 1.797 -3.823
O 1.846 0.841 -4.696
C 1.686 1.437 -2.024
C 3.107 0.958 -1.716
C 4.017 0.420 -2.779
O 3.699 -0.852 -3.279
C 5.437 0.372 -2.101
N 6.387 -0.363 -2.865
P 1.883 3.306 -2.550
O 3.005 3.246 -3.755
Cl 2.958 4.318 -1.059
H -5.711 0.145 2.080
H -6.239 1.516 1.131
H -4.650 0.746 0.828
H -5.635 2.433 3.189
H -4.204 1.459 3.380
H -2.171 3.817 2.408
H -2.338 2.078 2.544
H -2.579 3.667 -0.008
H -2.955 1.879 0.185
H -1.480 1.668 -1.325
H -0.429 3.062 -1.401
H -1.971 -0.193 -0.347
H -0.918 0.039 0.998
H -0.547 -2.717 0.625
H -2.141 -2.414 -0.063
H -1.179 -2.014 2.754
H -2.546 -1.025 2.155
H -2.789 -3.879 1.368
H -2.592 -3.741 3.122
H -4.987 -3.684 2.305
H -4.549 -2.187 1.393
H -5.483 -1.679 3.621
H -4.236 -2.524 4.312
H 1.944 -1.297 -1.660
H 0.757 -2.380 -1.062
H 1.776 -1.042 3.670
H 1.108 0.178 2.647
H 2.849 -0.259 2.455
H 2.054 -3.728 1.547
H 2.809 -2.792 2.822
H 1.176 -3.332 3.088
H -1.393 0.102 -2.579
H -0.590 -2.564 -2.756
H -1.985 -1.827 -3.097
H 3.622 1.848 -1.288
H 3.116 0.248 -0.883
H 4.151 1.077 -3.644
H 3.656 -0.799 -4.237
H 5.376 -0.015 -1.082
H 5.746 1.482 -2.096
H 6.295 -1.350 -2.673
H 6.263 -0.201 -3.854
H 3.809 3.708 -3.485
Cu 5.007 2.886 -1.217
*
```

Atomic partial charges in e from the Mulliken method, atoms 1 to 5: -0.681 -0.320 -0.370 -0.481 -0.093

=====

A cluster of 5 separate species, C22H43ClO8S in total, computed with ωB97M-V/def2-TZVPD.

Strongest force on any atom ... 1.1 eV Å⁻¹
Orbital gap ... 8.8679 eV
Molecular weight ... 503.1 g/mol
Calculated total energy ... -63247.3491 eV

```
! wB97M-V def2-TZVPD RIJCOSX def2/J DEFGRID3
* xyz 0 1
O -0.101 -4.051 2.520
C -0.108 -3.161 1.692
C 1.108 -2.728 0.956
C 0.982 -2.139 -0.233
C -0.378 -1.950 -0.800
O -0.585 -1.954 -1.999
C -1.492 -1.787 0.186
C -2.675 -0.974 -0.249
C -3.120 0.086 0.769
C -4.095 -0.370 1.843
C -5.461 -0.811 1.303
S -5.569 -2.572 1.053
O -4.761 -3.273 1.995
O -5.416 -2.920 -0.325
Cl -7.517 -3.019 1.532
C -1.345 -2.401 1.363
H 2.053 -2.891 1.451
H 1.844 -1.793 -0.782
H -2.341 -0.438 -1.135
H -3.483 -1.615 -0.590
H -3.581 0.907 0.223
H -2.223 0.501 1.221
H -4.290 0.482 2.490
H -3.708 -1.149 2.491
H -5.744 -0.260 0.412
H -6.209 -0.579 2.055
H -2.105 -2.394 2.128
C -7.545 -3.465 -3.832
C -7.188 -2.032 -4.198
C -5.741 -1.922 -4.654
O -7.415 -1.173 -3.081
H -6.920 -3.814 -3.005
H -8.583 -3.527 -3.504
H -7.406 -4.137 -4.680
H -7.849 -1.681 -4.991
H -5.063 -2.229 -3.852
H -5.498 -0.890 -4.910
H -5.550 -2.551 -5.525
H -6.839 -1.468 -2.369
C 3.543 1.499 1.853
C 4.087 0.368 0.994
C 5.537 0.606 0.601
O 3.284 0.224 -0.181
H 3.572 2.446 1.307
H 2.509 1.316 2.119
H 4.124 1.611 2.770
H 4.005 -0.574 1.539
H 5.633 1.521 0.013
H 5.905 -0.212 -0.018
H 6.177 0.692 1.481
H 3.341 1.045 -0.679
C 2.558 3.096 5.484
C 1.616 3.777 4.502
C 0.355 4.270 5.196
O 1.274 2.879 3.445
H 2.077 2.222 5.931
H 3.456 2.747 4.973
H 2.855 3.775 6.284
H 2.125 4.618 4.031
H -0.191 3.431 5.636
H -0.311 4.754 4.481
H 0.591 4.981 5.989
H 0.821 2.126 3.837
C 5.619 1.723 -3.561
C 7.108 1.934 -3.331
C 7.919 1.548 -4.558
O 7.540 1.180 -2.199
H 5.408 0.670 -3.762
H 5.052 2.003 -2.672
H 5.259 2.315 -4.404
H 7.295 2.980 -3.085
H 7.778 0.489 -4.791
H 8.983 1.702 -4.377
H 7.625 2.134 -5.429
H 7.386 0.249 -2.390
*
```

Atomic partial charges in e from the Mulliken method, atoms 1 to 5: -0.558 -0.307 -0.448 -0.494 -0.006

=====

A cluster of 3 separate species, C22H43F17IN6O2P3 in total, computed with ωB97M-V/def2-TZVPD.

Strongest force on any atom ... 7.9 eV Å⁻¹
Orbital gap ... 7.1962 eV
Molecular weight ... 966.4 g/mol
Calculated total energy ... -118704.1699 eV

```
! wB97M-V def2-TZVPD RIJCOSX def2/J DEFGRID3
* xyz 0 1
F 11.677 0.080 4.878
C 10.964 -0.754 4.104
F 11.825 -1.619 3.630
F 10.054 -1.292 4.886
C 10.342 0.171 2.975
F 9.949 1.267 3.616
F 11.365 0.424 2.165
C 9.192 -0.523 2.217
F 9.695 -1.750 1.921
F 8.149 -0.803 2.990
C 8.726 0.068 0.841
F 7.582 -0.545 0.514
F 9.601 -0.400 -0.068
C 8.632 1.589 0.573
F 8.126 1.697 -0.668
F 9.884 2.058 0.432
C 7.852 2.605 1.476
F 8.728 3.325 2.196
F 7.298 3.517 0.659
C 6.709 2.170 2.441
F 6.130 3.346 2.800
F 7.135 1.680 3.601
C 5.531 1.321 1.830
F 5.538 1.373 0.479
F 5.540 0.060 2.292
C 4.165 1.906 2.260
C 2.989 0.934 1.898
P 2.470 0.976 0.074
I 1.805 0.925 -2.397
H 4.111 2.022 3.348
H 3.943 2.841 1.734
H 3.149 -0.085 2.272
H 2.131 1.333 2.471
H 3.508 0.072 -0.262
H 1.207 0.429 0.393
H 2.767 2.349 -0.060
C -4.864 -1.623 -4.898
N -4.058 -0.824 -4.009
C -4.627 -0.823 -2.670
P -3.144 0.598 -4.342
O -1.926 0.186 -3.529
N -2.272 0.562 -5.858
C -2.193 -0.657 -6.646
C -0.926 1.148 -5.733
N -4.533 1.417 -5.100
C -4.889 1.322 -6.499
C -4.516 2.847 -4.725
H -5.851 -1.179 -5.099
H -5.038 -2.608 -4.457
H -4.371 -1.830 -5.845
H -5.510 -0.165 -2.614
H -3.895 -0.474 -1.937
H -4.922 -1.828 -2.361
H -1.849 -1.519 -6.059
H -1.509 -0.522 -7.488
H -3.145 -0.902 -7.118
H -0.211 0.444 -5.295
H -0.938 2.043 -5.110
H -0.553 1.443 -6.717
H -4.140 1.764 -7.168
H -5.830 1.857 -6.657
H -5.086 0.300 -6.815
H -3.686 3.379 -5.209
H -4.398 2.952 -3.641
H -5.452 3.340 -4.994
C -5.315 -0.298 4.879
N -4.621 -0.011 3.649
C -4.751 1.401 3.313
P -4.397 -1.009 2.263
O -2.931 -0.656 2.044
N -4.070 -2.695 2.631
C -3.828 -3.146 3.992
C -3.025 -3.281 1.781
N -6.156 -1.371 2.191
C -6.811 -2.453 2.895
C -6.607 -1.429 0.796
H -6.409 -0.211 4.785
H -5.002 0.406 5.655
H -5.073 -1.278 5.284
H -5.752 1.627 2.915
H -4.012 1.693 2.564
H -4.576 2.030 4.188
H -3.047 -2.563 4.499
H -3.528 -4.197 3.998
H -4.735 -3.130 4.598
H -2.019 -3.028 2.133
H -3.115 -2.935 0.750
H -3.118 -4.370 1.767
H -6.500 -3.446 2.550
H -7.890 -2.369 2.733
H -6.679 -2.395 3.973
H -6.214 -2.320 0.286
H -6.259 -0.546 0.248
H -7.697 -1.437 0.727
*
```

Atomic partial charges in e from the Mulliken method, atoms 1 to 5: -0.274 0.617 -0.234 -0.228 0.600

=====

A cluster of 4 separate species, C22H43FO11PS in total, computed with ωB97M-V/def2-TZVPD.

Strongest force on any atom ... 2.1 eV Å⁻¹
Orbital gap ... 6.2526 eV
Molecular weight ... 565.6 g/mol
Calculated total energy ... -68875.6029 eV

```
! wB97M-V def2-TZVPD RIJCOSX def2/J DEFGRID3
* xyz -1 1
C -3.160 4.254 3.462
C -2.721 2.795 3.332
C -3.950 1.961 2.997
C -1.660 2.700 2.245
C -1.033 1.329 2.012
P 0.386 0.683 3.098
C 0.547 2.232 4.206
C -0.809 -0.250 4.311
C -0.203 -0.625 5.634
C -0.588 0.288 6.789
F -0.679 -1.942 5.993
S 1.936 1.595 1.664
C 2.114 0.514 0.221
O 3.250 1.654 2.314
O 1.499 2.897 1.127
H -3.160 4.720 2.481
H -4.173 4.309 3.848
H -2.510 4.806 4.131
H -2.355 2.444 4.294
H -4.616 1.981 3.855
H -4.490 2.366 2.145
H -3.720 0.917 2.814
H -2.214 2.948 1.335
H -0.937 3.502 2.336
H -1.815 0.580 2.065
H -0.694 1.297 0.982
H 0.397 -0.524 2.233
H 1.533 0.116 3.778
H -0.297 2.386 4.867
H 0.788 3.137 3.663
H 1.406 2.058 4.848
H -1.133 -1.140 3.788
H -1.704 0.338 4.504
H 0.875 -0.736 5.581
H -1.119 -0.296 7.527
H 0.294 0.716 7.248
H -1.256 1.075 6.468
H 1.419 0.880 -0.519
H 3.126 0.620 -0.146
H 1.899 -0.499 0.528
C 1.177 3.826 -3.442
C 1.945 2.557 -3.716
C 1.835 2.038 -5.132
O 1.988 0.624 -4.949
C 1.563 0.326 -3.688
O 1.369 -0.777 -3.294
O 1.395 1.458 -2.970
H 1.316 4.140 -2.408
H 1.514 4.628 -4.100
H 0.109 3.665 -3.592
H 2.990 2.672 -3.418
H 2.609 2.421 -5.793
H 0.854 2.230 -5.573
C 2.638 -2.592 -6.855
C 2.893 -1.616 -7.973
C 1.655 -1.165 -8.712
O 2.165 -0.885 -10.024
C 3.263 -1.660 -10.212
O 3.805 -1.822 -11.256
O 3.650 -2.221 -9.041
H 3.569 -2.854 -6.353
H 1.960 -2.159 -6.119
H 2.207 -3.518 -7.238
H 3.462 -0.758 -7.607
H 1.198 -0.276 -8.285
H 0.905 -1.956 -8.792
C -1.386 -6.258 2.980
C -1.922 -5.440 1.832
C -1.157 -4.166 1.556
O -2.177 -3.318 1.008
C -3.366 -3.725 1.510
O -4.389 -3.129 1.412
O -3.232 -4.929 2.129
H -1.971 -7.169 3.111
H -0.347 -6.536 2.801
H -1.447 -5.693 3.911
H -2.002 -6.053 0.929
H -0.347 -4.294 0.842
H -0.765 -3.701 2.464
*
```

Atomic partial charges in e from the Mulliken method, atoms 1 to 5: -1.800 1.965 -1.849 -1.298 -1.148

=====

A cluster of 5 separate species, C22H43N8O5 in total, computed with ωB97M-V/def2-TZVPD.

Strongest force on any atom ... 2.0 eV Å⁻¹
Orbital gap ... 6.8668 eV
Molecular weight ... 499.6 g/mol
Calculated total energy ... -45662.7830 eV

```
! wB97M-V def2-TZVPD RIJCOSX def2/J DEFGRID3
* xyz 1 1
C -1.373 2.936 -4.059
C -2.370 1.789 -4.250
N -2.277 0.974 -5.213
C -3.483 1.663 -3.195
C -2.778 1.614 -1.866
C -1.802 0.649 -1.563
C -1.191 0.711 -0.333
N -0.169 -0.206 0.012
C -0.598 -1.175 1.057
C 1.003 0.594 0.405
C 2.090 0.730 -0.659
O 1.147 1.164 1.457
C -1.623 1.764 0.551
N -2.534 2.636 0.259
N -3.047 2.517 -0.946
H -0.567 2.536 -3.426
H -0.921 3.276 -4.992
H -1.799 3.777 -3.496
H -1.477 1.227 -5.795
H -4.101 0.777 -3.381
H -4.078 2.583 -3.292
H -1.537 -0.120 -2.284
H -1.677 -1.355 1.071
H -0.121 -2.132 0.804
H -0.220 -0.907 2.053
H 2.348 -0.278 -1.009
H 1.701 1.336 -1.492
H 2.941 1.261 -0.227
H -1.151 1.830 1.530
H -3.748 3.210 -1.200
C 4.150 -2.963 1.011
O 3.353 -2.679 0.129
N 4.016 -2.615 2.301
C 4.992 -2.971 3.315
C 2.844 -1.852 2.680
H 5.066 -3.540 0.807
H 4.506 -3.571 4.081
H 5.388 -2.061 3.768
H 5.812 -3.540 2.879
H 1.949 -2.426 2.431
H 2.828 -0.918 2.114
H 2.858 -1.637 3.745
C 3.351 -3.863 6.379
O 3.124 -2.751 5.933
N 4.028 -4.123 7.508
C 4.260 -5.477 7.977
C 4.546 -3.007 8.285
H 3.002 -4.775 5.866
H 3.815 -5.601 8.966
H 5.334 -5.662 8.042
H 3.816 -6.199 7.295
H 3.721 -2.362 8.591
H 5.232 -2.422 7.672
H 5.067 -3.375 9.165
C 1.484 4.376 -1.863
O 0.738 4.562 -2.809
N 1.249 4.780 -0.601
C 2.186 4.525 0.480
C 0.018 5.497 -0.313
H 2.443 3.844 -1.975
H 1.699 3.929 1.255
H 2.514 5.472 0.910
H 3.056 3.984 0.112
H -0.839 4.871 -0.574
H -0.025 6.406 -0.914
H -0.027 5.754 0.742
C -6.923 -0.107 -4.939
O -6.146 0.438 -4.168
N -6.571 -0.983 -5.888
C -7.544 -1.595 -6.775
C -5.165 -1.331 -6.034
H -8.006 0.090 -4.908
H -7.516 -2.679 -6.654
H -7.304 -1.342 -7.809
H -8.547 -1.239 -6.546
H -4.798 -1.762 -5.101
H -4.584 -0.433 -6.249
H -5.040 -2.048 -6.841
*
```

Atomic partial charges in e from the Mulliken method, atoms 1 to 5: -1.161 0.607 -0.603 -0.482 -0.118

=====

A structure of composition C22H44AuN3OP2, computed with ωB97M-V/def2-TZVPD.

Strongest force on any atom ... 5.6 eV Å⁻¹
Orbital gap (spin up / spin down) ... 6.5043 / 4.7213 eV
Molecular weight ... 625.5 g/mol
Calculated total energy ... -52299.4398 eV

```
! wB97M-V def2-TZVPD RIJCOSX def2/J DEFGRID3
* xyz 2 3
Au 0.140 -0.179 0.131
P 1.998 0.439 -1.263
P -1.952 -0.960 1.010
N -0.381 -1.400 -1.533
C 1.675 -0.628 -2.723
H 1.984 -0.143 -3.659
H 2.275 -1.540 -2.594
C 0.196 -1.052 -2.806
H -0.389 -0.239 -3.314
H 0.111 -1.941 -3.473
C -1.761 -1.784 -1.664
H -1.800 -2.680 -2.326
H -2.361 -0.995 -2.191
C -2.446 -2.123 -0.324
H -2.113 -3.126 -0.021
H -3.538 -2.144 -0.446
C -3.350 0.235 1.135
C -3.018 1.468 1.981
H -3.836 2.195 1.880
H -2.097 1.963 1.651
H -2.918 1.215 3.046
C -1.765 -1.949 2.551
C -1.574 -1.077 3.797
H -1.213 -1.720 4.612
H -2.518 -0.622 4.132
H -0.829 -0.284 3.655
C 3.632 -0.075 -0.584
C 4.155 0.853 0.520
H 4.925 0.312 1.088
H 3.380 1.155 1.235
H 4.632 1.752 0.104
C 2.040 2.162 -1.917
C 2.237 3.210 -0.816
H 2.238 4.207 -1.278
H 3.198 3.095 -0.301
H 1.436 3.179 -0.070
C 0.604 0.998 1.628
C -2.858 -3.000 2.760
H -3.824 -2.546 3.013
H -2.988 -3.650 1.887
H -2.555 -3.636 3.602
C 4.702 -0.325 -1.651
H 5.577 -0.766 -1.154
H 4.372 -1.029 -2.422
H 5.025 0.606 -2.133
C 3.089 2.357 -3.018
H 2.884 3.309 -3.527
H 4.104 2.427 -2.600
H 3.076 1.571 -3.781
C -4.661 -0.407 1.596
H -4.648 -0.637 2.671
H -5.477 0.310 1.427
H -4.912 -1.316 1.036
H -3.476 0.570 0.089
H 1.019 2.295 -2.332
H -0.817 -2.485 2.367
H 3.390 -1.047 -0.118
O 0.773 1.840 2.399
H 1.376 -2.815 0.324
H 1.209 -2.099 0.566
N -0.781 4.594 -0.708
C -1.753 3.783 -1.213
C -3.097 3.966 -0.814
C -4.065 3.125 -1.345
C -3.657 2.109 -2.225
C -2.294 1.988 -2.524
N -1.346 2.798 -2.035
H 0.095 4.641 -1.216
H -1.055 5.410 -0.170
H -3.308 4.772 -0.115
H -5.116 3.260 -1.098
H -4.371 1.426 -2.687
H -1.954 1.210 -3.211
*
```

Atomic partial charges in e from the Mulliken method, atoms 1 to 5: 1.269 0.458 0.208 -0.049 -0.994